i.
Here is a 2-piece molecular cluster, C5H12NO overall from the Open Molecules 2025 dataset. Energies are from ωB97M-V/def2-TZVPD.

ORCA input file:
```
! RIJCOSX wB97M-V def2-TZVPD def2/J DEFGRID3
* xyz 1 1
C -1.5199 3.0094 0.6580
C -2.0056 1.7201 -0.0002
C -0.8687 0.9639 -0.6099
C -0.6399 -0.3532 -0.5617
N 0.6138 -0.8144 -1.0343
C 1.4636 -1.7526 -0.8973
H -2.2720 3.6754 1.0848
H -0.7874 2.7995 1.4421
H -1.0044 3.7016 -0.0190
H -2.4009 1.1625 0.8486
H -2.6993 1.8288 -0.8192
H -0.3219 1.5087 -1.3902
H -1.2353 -1.0719 -0.0140
H 1.0353 -0.0215 -1.5216
H 1.4562 -2.6443 -0.2735
H 2.4468 -1.6104 -1.3361
H 2.4494 -4.6139 1.3009
H 3.3716 -3.6928 1.9914
O 2.9187 -3.7950 1.1512
*
```

The calculation puts the LUMO energy at -4.88 eV. The calculation puts the HOMO energy at -14.353 eV.

***

ii.
Here is an isolated ion of composition C5H12NO and charge +1 from the Open Molecules 2025 dataset. Energies are from ωB97M-V/def2-TZVPD.

ORCA input file:
```
! RIJCOSX wB97M-V def2-TZVPD def2/J DEFGRID3
* xyz 1 1
C 1.6649 0.7674 0.8537
C 0.6426 1.0075 -0.2684
C 0.5366 -0.2136 -1.1714
N -0.3251 -1.3084 -0.5778
C -1.1332 -0.8394 0.6012
C -1.6408 0.5337 0.2791
O -0.6027 1.4727 0.2307
H 2.6457 1.0083 0.4675
H 1.4570 1.3917 1.7104
H 1.6792 -0.2781 1.1411
H 1.0305 1.8011 -0.8951
H 0.1871 0.0113 -2.1668
H 1.5337 -0.6143 -1.2852
H 0.2555 -2.0996 -0.2964
H -0.9679 -1.6652 -1.2861
H -1.9333 -1.5355 0.8106
H -0.4841 -0.7873 1.4627
H -2.3410 0.8355 1.0478
H -2.2045 0.5123 -0.6576
*
```

The calculation puts the LUMO energy at -3.57 eV. The SMILES is C[C@H]1C[NH2+]CCO1. The calculation puts the HOMO energy at -14.196 eV.

***

Need the numbers? Relative energies in kJ/mol: i 106.1; ii 0.0.

***

i.
Here is a 12-piece molecular cluster, C5H37N2O12 overall from the Open Molecules 2025 dataset. Energies are from ωB97M-V/def2-TZVPD.

ORCA input file:
```
! RIJCOSX wB97M-V def2-TZVPD def2/J DEFGRID3
* xyz 1 1
C 0.8434 1.5880 -1.0465
N 0.8895 0.2316 -1.5023
C 1.6386 -0.0401 -2.7275
C 2.1805 -1.5021 -2.8285
O 1.0875 -2.4506 -2.9204
C -0.6155 2.1083 -1.4981
N -1.5387 1.3520 -0.7160
C -2.9594 1.6702 -1.2765
H 0.9844 1.5320 0.0800
H 1.7750 2.1963 -1.3470
H 1.0992 -0.4488 -0.8056
H 0.8253 0.0241 -3.5739
H 2.3933 0.8061 -3.1148
H 2.9508 -1.8138 -3.7825
H 2.7819 -1.9021 -2.0879
H 0.2747 -1.8903 -3.2417
H -0.4653 1.8971 -2.5909
H -1.0206 3.1144 -1.4465
H -1.3239 0.3555 -0.9584
H -1.5410 1.6280 0.3013
H -3.1999 1.1089 -2.2068
H -3.0037 2.7615 -1.5088
H -3.7591 1.4779 -0.5650
H 0.9929 -3.4427 -1.6367
H 1.3402 -3.2011 -0.1989
O 0.8978 -3.8182 -0.7168
H -2.0854 -2.5906 -0.7834
H -0.7294 -2.4680 -1.5917
O -1.5478 -2.0205 -1.4275
H -1.2481 3.2084 2.6270
H -2.8432 3.2877 2.6552
O -2.0552 3.3573 2.0635
H -0.2494 -3.1828 4.1582
H -1.5411 -3.4055 3.3324
O -0.7783 -2.8206 3.3767
H 4.2846 3.0064 1.6377
H 4.4789 1.7410 1.4191
O 3.8680 2.2530 1.8249
H -0.7901 0.7528 4.8642
H -2.2316 1.0541 4.7936
O -1.4979 1.0343 4.3172
H 2.3551 3.0200 2.4128
H 1.7436 3.0086 3.8107
O 1.5440 3.1229 2.8936
H -0.6021 -4.0807 0.0866
H -1.6688 -4.1284 1.1524
O -1.5016 -3.8617 0.2145
H -1.8363 -1.3569 -3.6177
H -1.3215 -1.7678 -4.8997
O -1.0077 -1.1816 -4.1698
H 1.0967 -0.2382 1.9206
H 0.7915 -1.8399 2.3612
O 1.4000 -1.2169 1.8965
H 0.7874 1.7868 2.2112
H -0.5397 1.0315 2.5291
O 0.1976 1.1533 1.8476
*
```

The calculation puts the LUMO energy at -2.30 eV. The calculation puts the HOMO energy at -11.680 eV.

***

ii.
Here is a 12-piece molecular cluster, C5H37N2O12 overall from the Open Molecules 2025 dataset. Energies are from ωB97M-V/def2-TZVPD.

ORCA input file:
```
! RIJCOSX wB97M-V def2-TZVPD def2/J DEFGRID3
* xyz 1 1
N -1.6805 1.1767 1.0621
C -0.4052 1.5295 0.3191
C 0.5784 0.5040 0.7703
C 2.0199 0.9841 0.5227
O 2.3095 1.4597 1.8518
C -0.7747 1.7501 -1.1697
N -0.4781 3.1586 -1.4527
C 0.6324 3.2788 -2.3827
H -2.5295 1.6813 0.7350
H -1.5928 1.6219 1.9865
H -1.7349 0.1424 1.0798
H -0.0417 2.4940 0.7585
H 0.4025 -0.0099 1.7306
H 0.4191 -0.3645 0.0409
H 1.9990 1.8292 -0.2208
H 2.6548 0.1465 0.1891
H 3.2543 1.6710 1.9527
H -0.2724 0.9703 -1.7529
H -1.8455 1.5225 -1.2500
H -1.2564 3.7660 -1.5371
H 1.5743 3.2296 -1.7690
H 0.9099 2.5529 -3.1671
H 0.7062 4.1542 -3.0258
H -4.8019 1.7197 0.9373
H -4.7367 2.9770 0.1345
O -4.2391 2.1501 0.2586
H -1.8472 -0.9097 4.2181
H -0.4683 -0.5745 3.7873
O -1.3820 -0.6029 3.4304
H 1.8447 -2.9070 1.8146
H 3.1951 -2.3679 1.0996
O 2.2898 -2.1997 1.3485
H 1.1589 1.4329 3.7285
H 0.2407 1.7285 4.9008
O 0.3502 1.1229 4.1569
H -1.3909 -3.1575 1.7019
H -0.3594 -2.0588 2.1498
O -0.5341 -2.7482 1.4506
H -2.8463 -2.1436 0.2272
H -2.7563 -1.0854 -0.8443
O -2.8920 -1.1928 0.1135
H 3.1637 -0.7107 -3.6399
H 1.9958 -0.9883 -2.7235
O 2.9568 -0.9128 -2.7161
H -0.1019 -1.7773 -2.3773
H -0.1952 -2.2372 -3.8668
O -0.1887 -1.4440 -3.3111
H -2.6439 0.3129 -3.0290
H -1.3994 -0.5538 -2.6442
O -2.1744 -0.0628 -2.2844
H 3.4831 -2.4070 -1.7353
H 3.6724 -3.9024 -1.2511
O 3.2853 -3.0506 -1.0369
H 0.4138 -2.4068 -0.0637
H 1.5404 -2.7266 -1.0821
O 0.6101 -2.4558 -1.0397
*
```

The calculation puts the LUMO energy at -2.23 eV. The calculation puts the HOMO energy at -11.094 eV.

***

Need the numbers? Relative energies in kJ/mol: i 230.6; ii 0.0.

***

i.
Here is a 2-piece molecular cluster, HN4O3 overall from the Open Molecules 2025 dataset. Energies are from ωB97M-V/def2-TZVPD.

ORCA input file:
```
! RIJCOSX wB97M-V def2-TZVPD def2/J DEFGRID3
* xyz -1 1
N 0.4188 -0.0355 1.0273
N -1.8834 0.0465 -0.4349
N -0.2240 -1.1490 1.0072
N 0.9893 0.3857 -0.1364
O 1.1333 -0.4468 -1.0227
O -1.3007 1.1089 -0.3805
O 1.3963 1.5222 -0.1560
H -0.5295 -1.4320 0.0960
*
```

The calculation puts the LUMO energy (spin up / spin down) at 4.30 / 3.77 eV. The calculation puts the HOMO energy (spin up / spin down) at -2.615 / -4.134 eV.

***

ii.
Here is a 3-piece molecular cluster, HN4O3 overall from the Open Molecules 2025 dataset. Energies are from ωB97M-V/def2-TZVPD.

ORCA input file:
```
! RIJCOSX wB97M-V def2-TZVPD def2/J DEFGRID3
* xyz -1 1
N 1.1735 1.2268 -0.1291
N -1.3240 1.1926 -0.0178
N -0.7085 0.2626 -0.2448
N 2.2423 0.8470 0.0453
O 2.1221 -1.1419 0.1365
O -2.3820 1.5956 0.3721
O 3.3777 1.1540 0.2163
H 1.1177 -0.9490 0.5832
*
```

The calculation puts the LUMO energy (spin up / spin down) at 3.25 / 3.25 eV. The calculation puts the HOMO energy (spin up / spin down) at -3.653 / -3.651 eV.

***

Need the numbers? Relative energies in kJ/mol: i 0.0; ii 33.0.

***

i.
Here is one molecule with the formula C7H7N3O4 from the Open Molecules 2025 dataset. Energies are from ωB97M-V/def2-TZVPD.

ORCA input file:
```
! RIJCOSX wB97M-V def2-TZVPD def2/J DEFGRID3
* xyz 0 1
C 0.5519 -2.3822 0.1351
C 2.0613 -1.2014 -1.4460
C -0.1886 2.3101 0.9779
C -1.5470 0.2202 1.5675
C 0.7905 0.1343 0.3827
C 0.7199 -1.0187 -0.5310
C -0.4002 0.8367 0.8432
N -0.2683 -0.9711 -1.6635
N -1.0101 -0.0174 -1.7729
N -1.3866 0.8019 -0.8993
O 0.6561 -2.5477 1.3088
O 2.8628 -0.3231 -1.2552
O 0.5720 2.9937 0.3425
O -2.4300 0.9191 1.9721
H 0.2559 -3.1988 -0.6639
H 1.9963 -2.0294 -2.2035
H -0.9742 2.6767 1.5771
H -1.4651 -0.8672 1.8951
H 1.3058 -0.1274 1.3182
H 1.4329 0.8685 -0.0315
H -1.7499 1.8242 -1.1526
*
```

The calculation puts the LUMO energy (spin up / spin down) at -1.35 / -1.35 eV. The calculation puts the HOMO energy (spin up / spin down) at -8.967 / -8.968 eV.

***

ii.
Here is one molecule with the formula C7H7N3O4 from the Open Molecules 2025 dataset. Energies are from ωB97M-V/def2-TZVPD.

ORCA input file:
```
! RIJCOSX wB97M-V def2-TZVPD def2/J DEFGRID3
* xyz 0 1
C -1.8266 0.5629 -1.8162
C -2.8897 0.1689 -0.9764
C -0.5312 0.4866 -1.3454
C -2.5146 -0.2093 0.3064
C -0.2984 0.0589 -0.0231
C 1.2748 -0.6806 1.9339
C 1.1641 -0.0414 0.5365
N -1.2919 -0.2797 0.7111
N 1.7322 1.3409 0.3086
N 1.8933 -1.0082 -0.3745
O 1.6230 2.1102 1.1987
O 3.1180 -1.1213 -0.3092
O 2.3092 1.4860 -0.7177
O 1.1704 -1.7105 -1.1068
H -1.9266 0.9625 -2.8257
H -3.8741 0.3064 -1.2003
H 0.3652 0.7627 -1.8286
H -3.3142 -0.8182 0.8664
H 2.2179 -1.0996 2.0335
H 0.4190 -1.3773 1.9191
H 1.1802 0.1000 2.7098
*
```

The calculation puts the LUMO energy at -0.51 eV. The SMILES is CC(c1ccccn1)([N+](=O)[O-])[N+](=O)[O-]. The calculation puts the HOMO energy at -9.994 eV.

***

Need the numbers? Relative energies in kJ/mol: i 0.0; ii 24.9.